Formula: C6H14S2
Source: the Open Molecules 2025 dataset
Level of theory: ωB97M-V with the def2-TZVPD basis set

Last column: Löwdin charge in e.
Geometry (Å):
1 C 3.28 1.65 -0.50  -0.233
2 C 2.68 0.61 0.10  -0.288
3 C 4.07 2.71 0.20  -0.155
4 C 1.89 -0.45 -0.61  -0.133
5 H 3.18 1.74 -1.60  0.110
6 H 2.77 0.52 1.19  0.093
7 H 4.09 2.51 1.29  0.052
8 H 3.61 3.70 0.04  0.064
9 H 5.10 2.73 -0.17  0.073
10 H 2.34 -1.44 -0.44  0.078
11 H 0.85 -0.47 -0.24  0.034
12 H 1.87 -0.25 -1.70  0.081
13 S 1.37 2.91 1.90  0.487
14 S 0.01 1.60 1.13  0.481
15 C 0.35 4.37 2.22  -0.474
16 C -0.02 2.06 -0.62  -0.456
17 H 1.00 5.13 2.69  0.034
18 H -0.48 4.14 2.92  0.032
19 H -0.08 4.79 1.30  0.031
20 H -0.38 3.10 -0.77  0.037
21 H 0.98 1.97 -1.07  0.009
22 H -0.71 1.37 -1.13  0.044

Computed properties:
Largest force on an atom: 0.73 eV Å⁻¹
Total energy: -1033.350074 Ha
Structure (SMILES): C/C=C/C.CSSC
E_LUMO: 0.80 eV
E_HOMO: -8.78 eV
Energy above the lowest of the compared OMol25 structures with the same formula, charge and spin: 18.8 kcal/mol

---

Formula: C4H7N4S2
Source: the Open Molecules 2025 dataset
Level of theory: ωB97M-V with the def2-TZVPD basis set

Last column: Löwdin charge in e.
Geometry (Å):
1 C -0.14 -0.17 -1.04  -0.360
2 C -1.39 -0.60 0.92  -0.676
3 C 1.71 0.57 1.34  -0.367
4 C 0.59 1.23 0.72  -1.080
5 N -0.73 -1.03 -0.21  0.166
6 N 0.36 0.98 -0.66  0.080
7 N -2.32 -1.32 1.28  0.130
8 N 0.05 -0.50 -2.34  0.187
9 S -1.00 1.05 1.61  1.042
10 S 1.85 2.38 1.15  0.975
11 H 1.58 0.07 2.22  0.068
12 H 2.43 0.20 0.65  0.077
13 H -1.15 -1.86 -0.45  0.132
14 H 0.97 1.46 -1.30  0.159
15 H -3.08 -1.07 2.00  0.134
16 H -0.46 -1.29 -2.83  0.167
17 H 0.72 -0.10 -3.05  0.166

Computed properties:
Total charge: +1
Largest force on an atom: 3.54 eV Å⁻¹
Total energy: -1171.746324 Ha
Structure (SMILES): [H]/N=C1/NC(=[NH2+])N[C@]2(CS2)S1
E_LUMO: -3.36 eV
E_HOMO: -13.39 eV
Energy above the lowest of the compared OMol25 structures with the same formula, charge and spin: 19.7 kcal/mol

---

Formula: C31H52NORhSi4Te
Source: the Open Molecules 2025 dataset
Level of theory: ωB97M-V with the def2-TZVPD basis set

Last column: Löwdin charge in e.
Geometry (Å):
1 C 2.63 0.00 -0.38  -0.153
2 C 2.17 -0.90 -1.37  -0.156
3 C 1.57 -0.13 -2.45  -0.204
4 H 2.39 -1.96 -1.42  0.106
5 C 1.71 1.27 -2.07  -0.134
6 C 2.35 1.33 -0.82  -0.165
7 H 1.40 2.10 -2.70  0.070
8 C -1.31 -1.93 0.06  -0.275
9 C -0.09 -2.48 -0.49  -0.215
10 C -0.23 -2.47 -1.92  -0.193
11 H 0.77 -2.81 0.09  0.091
12 C -1.48 -1.89 -2.25  -0.338
13 C -2.15 -1.58 -1.03  -0.192
14 H 1.43 -0.50 -3.46  0.093
15 H 2.66 2.25 -0.32  0.097
16 H 3.20 -0.27 0.51  0.071
17 H -3.13 -1.12 -0.99  0.116
18 H 0.46 -2.87 -2.67  0.122
19 H -1.54 -1.80 1.12  0.050
20 Rh -0.37 -0.60 -1.17  0.761
21 C -1.97 -1.44 -3.62  -0.457
22 C -3.49 -1.65 -3.68  -0.044
23 C -1.25 -2.17 -4.76  -0.028
24 H -3.73 -2.69 -3.43  0.098
25 H -3.89 -1.43 -4.67  0.074
26 H -4.00 -0.98 -2.98  0.085
27 H -1.34 -3.26 -4.65  0.095
28 H -0.19 -1.91 -4.83  0.075
29 H -1.71 -1.89 -5.72  0.092
30 C -1.55 0.08 -3.70  -0.077
31 C -2.22 0.84 -4.82  -0.455
32 H -0.46 0.13 -3.86  0.078
33 H -1.81 0.61 -2.75  0.126
34 O -3.40 0.60 -5.05  0.036
35 N -1.52 1.76 -5.55  0.061
36 C -0.34 2.55 -5.14  -0.132
37 H -2.09 2.23 -6.25  0.147
38 C 0.96 1.94 -5.59  -0.233
39 C 2.16 2.56 -5.24  -0.069
40 H 2.11 3.50 -4.67  0.118
41 C 3.39 1.98 -5.56  -0.077
42 H 4.32 2.46 -5.24  0.105
43 C 3.42 0.77 -6.28  -0.092
44 H 4.37 0.31 -6.53  0.101
45 C 2.22 0.17 -6.69  -0.079
46 H 2.22 -0.76 -7.25  0.104
47 C 0.99 0.77 -6.37  -0.047
48 H 0.05 0.34 -6.71  0.108
49 H -0.31 2.72 -4.04  0.122
50 H -0.46 3.54 -5.62  0.133
51 C 3.33 0.31 3.44  -0.205
52 Si 1.81 1.20 4.11  0.329
53 C 1.87 1.18 5.99  -0.201
54 C 1.87 3.00 3.52  -0.225
55 Si -0.14 0.19 3.24  0.114
56 Te -0.58 1.23 0.96  0.764
57 Si -0.05 -2.07 4.01  0.366
58 C 0.10 -2.14 5.89  -0.195
59 C -1.58 -3.06 3.55  -0.211
60 C 1.46 -2.88 3.22  -0.213
61 Si -2.00 1.19 4.27  0.286
62 C -1.95 1.05 6.15  -0.205
63 C -2.10 3.02 3.84  -0.238
64 C -3.51 0.29 3.60  -0.220
65 H 4.22 0.86 3.78  0.039
66 H 3.34 0.29 2.35  -0.001
67 H 3.42 -0.72 3.81  0.014
68 H 2.79 1.70 6.30  0.038
69 H 1.02 1.70 6.45  0.013
70 H 1.91 0.16 6.41  0.011
71 H 1.82 3.07 2.43  0.006
72 H 1.05 3.60 3.94  0.017
73 H 2.82 3.43 3.86  0.034
74 H -0.74 -1.65 6.41  0.013
75 H 0.08 -3.20 6.18  0.040
76 H 1.03 -1.71 6.27  0.011
77 H -1.63 -3.28 2.48  0.014
78 H -1.53 -4.02 4.09  0.038
79 H -2.52 -2.57 3.85  0.013
80 H 1.56 -2.64 2.16  0.012
81 H 2.39 -2.59 3.73  0.014
82 H 1.36 -3.97 3.32  0.038
83 H -1.07 1.52 6.60  0.012
84 H -2.84 1.58 6.53  0.036
85 H -2.01 0.01 6.50  0.012
86 H -2.25 3.19 2.77  -0.007
87 H -2.97 3.44 4.38  0.033
88 H -1.21 3.58 4.15  0.017
89 H -3.52 0.25 2.50  0.020
90 H -3.60 -0.73 3.99  0.012
91 H -4.40 0.85 3.92  0.035

Computed properties:
2S+1: 5
Largest force on an atom: 10.13 eV Å⁻¹
Expectation value of S²: 6.022
Total energy: -2878.863714 Ha
E_LUMO (spin up / spin down): 0.20 / -1.94 eV
E_HOMO (spin up / spin down): -5.20 / -7.30 eV

---

Formula: C5H9N2O
Source: the Open Molecules 2025 dataset
Level of theory: ωB97M-V with the def2-TZVPD basis set

Last column: Löwdin charge in e.
Geometry (Å):
1 C -1.24 -0.20 0.36  -0.279
2 C 0.05 -2.00 -0.09  -0.144
3 C 0.71 -0.74 -0.71  -0.022
4 C -0.89 1.37 -0.68  0.022
5 C 0.76 1.06 0.97  0.003
6 N -1.26 -1.58 0.32  0.174
7 N 0.01 0.42 -0.06  -0.212
8 O -2.01 0.82 0.08  0.147
9 H -0.24 -2.79 -0.85  0.169
10 H 0.52 -2.31 0.71  0.068
11 H 1.81 -0.56 -0.43  0.165
12 H 0.77 -0.73 -1.78  0.131
13 H -0.61 2.35 -0.20  0.178
14 H -1.00 1.12 -1.71  0.167
15 H 1.45 1.87 0.68  0.138
16 H 0.08 1.62 1.68  0.141
17 H 1.09 0.27 1.72  0.154

Computed properties:
Total charge: +1
Largest force on an atom: 8.25 eV Å⁻¹
Total energy: -380.261381 Ha
E_LUMO: -3.89 eV
E_HOMO: -14.68 eV
Energy above the lowest of the compared OMol25 structures with the same formula, charge and spin: 119.5 kcal/mol

---

Formula: C18H37Cl14FNO4S2
Source: the Open Molecules 2025 dataset
Level of theory: ωB97M-V with the def2-TZVPD basis set

Last column: Löwdin charge in e.
Geometry (Å):
1 C -5.22 -2.04 -4.20  -0.122
2 C -3.77 -1.66 -4.53  -0.247
3 C -2.75 -2.79 -4.34  -0.416
4 C -2.81 -3.42 -2.94  -0.106
5 S -2.92 -4.15 -5.52  0.531
6 O -4.31 -4.54 -5.52  -0.339
7 O -2.04 -5.19 -5.05  -0.338
8 N -2.57 -3.68 -7.04  -0.304
9 S -1.38 -2.68 -7.26  0.444
10 O -1.70 -1.31 -6.95  -0.327
11 O -0.79 -2.88 -8.55  -0.317
12 F -0.23 -3.09 -6.24  -0.199
13 H -5.31 -2.57 -3.26  0.050
14 H -5.81 -1.12 -4.15  0.065
15 H -5.66 -2.64 -4.99  0.058
16 H -3.47 -0.82 -3.90  0.082
17 H -3.74 -1.36 -5.58  0.093
18 H -1.75 -2.37 -4.46  0.090
19 H -3.07 -2.69 -2.16  -0.014
20 H -3.50 -4.26 -2.90  0.080
21 H -1.82 -3.80 -2.70  0.077
22 Cl -4.16 -0.99 -0.94  0.631
23 C -4.17 -0.35 0.73  -0.636
24 C -2.89 -0.65 1.48  -0.679
25 Cl -2.71 -2.39 1.81  0.563
26 H -5.03 -0.78 1.23  0.065
27 H -4.31 0.72 0.66  0.072
28 H -2.91 -0.14 2.44  0.033
29 H -2.02 -0.31 0.92  -0.042
30 Cl -0.74 0.62 -0.70  0.603
31 C 0.89 1.15 -0.18  -0.654
32 C 1.96 0.14 -0.49  -0.654
33 Cl 1.79 -1.33 0.51  0.557
34 H 0.85 1.35 0.89  -0.042
35 H 1.09 2.09 -0.69  0.072
36 H 2.94 0.56 -0.27  0.073
37 H 1.93 -0.15 -1.53  0.000
38 Cl -3.48 -2.16 5.88  0.530
39 C -1.79 -2.54 5.43  -0.669
40 C -0.86 -1.39 5.72  -0.646
41 Cl -1.16 0.00 4.64  0.551
42 H -1.78 -2.80 4.38  0.014
43 H -1.49 -3.41 6.01  0.071
44 H 0.17 -1.70 5.55  0.068
45 H -0.96 -1.04 6.74  0.067
46 Cl -1.91 2.08 -4.68  0.565
47 C -0.23 2.52 -4.32  -0.673
48 C 0.75 1.47 -4.75  -0.635
49 Cl 0.63 -0.01 -3.78  0.599
50 H -0.16 2.71 -3.25  0.048
51 H -0.02 3.45 -4.85  0.068
52 H 1.77 1.85 -4.63  0.069
53 H 0.61 1.18 -5.79  0.073
54 Cl 0.12 3.03 5.42  0.534
55 C 1.88 3.21 5.22  -0.664
56 C 2.26 3.46 3.78  -0.677
57 Cl 1.99 2.01 2.77  0.617
58 H 2.35 2.32 5.60  0.071
59 H 2.18 4.06 5.83  0.059
60 H 3.32 3.69 3.72  -0.018
61 H 1.70 4.28 3.35  0.061
62 Cl 3.51 -1.17 3.71  0.514
63 C 4.25 -2.57 2.89  -0.683
64 C 5.27 -3.27 3.76  -0.665
65 Cl 6.73 -2.28 4.02  0.526
66 H 4.69 -2.21 1.96  0.063
67 H 3.44 -3.26 2.65  0.069
68 H 5.59 -4.19 3.27  0.072
69 H 4.85 -3.52 4.73  0.064
70 Cl 3.57 6.31 1.56  0.561
71 C 4.23 7.40 2.80  -0.657
72 C 5.36 6.76 3.57  -0.640
73 Cl 4.78 5.43 4.60  0.607
74 H 3.42 7.70 3.45  0.069
75 H 4.60 8.29 2.28  0.073
76 H 5.82 7.50 4.22  0.073
77 H 6.12 6.36 2.91  0.070

Computed properties:
Total charge: -1
Largest force on an atom: 1.86 eV Å⁻¹
Total energy: -8402.792560 Ha
E_LUMO: 1.31 eV
E_HOMO: -5.62 eV

---

Formula: C10H9I2NS
Source: the Open Molecules 2025 dataset
Level of theory: ωB97M-V with the def2-TZVPD basis set

Last column: Löwdin charge in e.
Geometry (Å):
1 C 2.78 -0.37 -0.36  -0.065
2 C 2.83 0.34 0.84  -0.082
3 C 1.61 -0.38 -1.10  -0.061
4 C 1.72 1.02 1.29  -0.081
5 C 0.48 0.29 -0.67  -0.222
6 C 0.51 1.01 0.56  -0.476
7 C -2.61 0.03 0.88  -0.704
8 C -0.78 0.27 -1.48  -0.154
9 C -1.61 -0.98 -1.20  -0.233
10 C -2.14 -1.07 0.21  -0.549
11 N -0.62 1.61 0.89  -0.464
12 S -3.45 0.91 1.84  0.707
13 I -0.32 -2.10 1.58  0.559
14 I -0.89 2.65 2.56  0.892
15 H 3.65 -0.90 -0.71  0.107
16 H 3.73 0.35 1.43  0.108
17 H 1.57 -0.92 -2.03  0.121
18 H 1.75 1.57 2.22  0.058
19 H -1.37 1.16 -1.25  0.110
20 H -0.53 0.28 -2.55  0.122
21 H -2.48 -0.97 -1.87  0.121
22 H -1.03 -1.87 -1.42  0.097
23 H -2.79 -1.93 0.35  0.088

Computed properties:
Largest force on an atom: 1.14 eV Å⁻¹
Total energy: -1434.656837 Ha
E_LUMO (spin up / spin down): -1.82 / -1.28 eV
E_HOMO (spin up / spin down): -7.12 / -7.98 eV

---

Formula: C16H12N3O3PtS3
Source: the Open Molecules 2025 dataset
Level of theory: ωB97M-V with the def2-TZVPD basis set

Last column: Löwdin charge in e.
Geometry (Å):
1 Pt -0.24 -0.98 1.86  0.542
2 O 2.08 -1.42 2.48  -0.256
3 N 2.68 -1.77 1.38  -0.256
4 C 3.90 -1.25 1.13  -0.040
5 C 4.62 -1.59 0.02  -0.097
6 C 4.05 -2.47 -0.90  -0.116
7 C 2.79 -2.95 -0.67  -0.116
8 C 2.06 -2.60 0.48  -0.694
9 S 0.45 -3.11 0.79  0.540
10 H 4.23 -0.56 1.89  0.129
11 H 5.60 -1.15 -0.14  0.087
12 H 4.58 -2.75 -1.80  0.088
13 H 2.29 -3.60 -1.37  0.092
14 O 1.76 2.18 -0.14  0.007
15 C 0.83 1.54 0.36  -0.618
16 O 0.76 0.26 0.33  -0.217
17 C -0.33 2.34 0.93  -0.163
18 C -0.78 3.38 0.12  -0.053
19 C -1.82 4.21 0.49  -0.124
20 C -2.42 4.01 1.73  -0.129
21 C -1.98 2.99 2.56  -0.151
22 C -0.94 2.13 2.18  -0.653
23 S -0.43 0.90 3.33  0.437
24 H -0.28 3.53 -0.83  0.106
25 H -2.17 5.00 -0.17  0.079
26 H -3.25 4.64 2.05  0.082
27 H -2.45 2.82 3.51  0.080
28 S -2.58 -1.01 1.16  0.479
29 C -2.58 -1.22 -0.58  -0.832
30 N -1.44 -0.85 -1.25  0.020
31 C -1.35 -0.97 -2.63  -0.134
32 C -2.45 -1.43 -3.30  -0.164
33 C -3.59 -1.76 -2.58  -0.217
34 N -3.64 -1.67 -1.19  -0.011
35 H -0.66 -0.49 -0.71  0.051
36 H -0.41 -0.67 -3.08  0.092
37 H -2.43 -1.53 -4.38  0.074
38 H -4.48 -2.14 -3.07  0.056

Computed properties:
Total charge: -2
2S+1: 4
Largest force on an atom: 0.09 eV Å⁻¹
Expectation value of S²: 3.776
Total energy: -2320.784730 Ha
E_LUMO (spin up / spin down): 4.92 / 4.91 eV
E_HOMO (spin up / spin down): 0.45 / -1.32 eV
Energy above the lowest of the compared OMol25 structures with the same formula, charge and spin: 0.0 kcal/mol

---

Formula: C27H45F10N7O11S
Source: the Open Molecules 2025 dataset
Level of theory: ωB97M-V with the def2-TZVPD basis set

Last column: Löwdin charge in e.
Geometry (Å):
1 O 3.81 5.57 0.91  0.119
2 C 2.66 5.11 0.94  -0.359
3 F 2.31 4.28 2.03  0.068
4 N 1.64 5.41 -0.07  0.163
5 C 1.30 4.21 -0.90  -0.296
6 O 1.49 3.04 -0.49  0.097
7 C 0.64 4.57 -2.33  -0.271
8 S 1.65 5.48 -3.58  0.869
9 O 0.75 5.75 -4.78  -0.276
10 O 2.15 6.83 -3.13  -0.297
11 C 3.12 4.55 -4.25  -0.302
12 F 3.61 5.33 -5.35  0.065
13 F 2.67 3.32 -4.86  0.055
14 C 4.34 4.35 -3.23  -0.185
15 F 5.48 5.02 -3.79  0.092
16 F 4.13 5.00 -1.96  0.062
17 C 4.72 2.83 -2.90  -0.183
18 F 5.22 2.25 -4.11  0.093
19 F 3.60 2.04 -2.49  0.082
20 C 5.83 2.64 -1.76  -0.295
21 F 6.37 1.32 -1.94  0.083
22 F 5.23 2.60 -0.46  0.098
23 F 6.93 3.52 -1.84  0.127
24 C -0.43 5.73 -1.88  -0.040
25 C -1.74 5.52 -2.83  -0.319
26 O -2.71 6.31 -2.98  0.056
27 N -1.54 4.20 -3.52  0.076
28 C -0.44 3.48 -2.80  -0.251
29 C 0.03 2.03 -3.32  -0.095
30 C -0.47 0.82 -2.35  -0.197
31 O 0.31 -0.35 -2.78  -0.129
32 H 2.00 6.17 -0.68  0.130
33 H -0.84 5.39 -0.86  0.148
34 H -0.03 6.79 -1.75  0.141
35 H -2.46 3.77 -3.29  0.146
36 H -0.96 3.20 -1.80  0.162
37 H 1.16 1.90 -3.42  0.103
38 H -0.54 1.85 -4.32  0.138
39 H -0.20 1.06 -1.26  0.120
40 H -1.57 0.54 -2.52  0.131
41 H 0.50 -0.28 -3.74  0.085
42 C -0.10 -5.41 -1.23  -0.007
43 C -0.13 -4.10 -1.98  -0.546
44 O -1.15 -3.42 -2.05  0.015
45 N 1.01 -3.68 -2.58  0.007
46 C 2.30 -4.33 -2.60  -0.078
47 H -1.08 -5.61 -0.80  0.079
48 H 0.16 -6.22 -1.91  0.086
49 H 0.63 -5.35 -0.41  0.058
50 H 0.91 -2.79 -3.06  0.115
51 H 3.04 -3.66 -2.15  0.082
52 H 2.57 -4.52 -3.64  0.079
53 H 2.29 -5.28 -2.05  0.076
54 C -2.97 4.10 4.05  -0.009
55 C -1.87 4.46 3.10  -0.551
56 O -2.02 4.44 1.88  0.003
57 N -0.66 4.82 3.62  0.006
58 C -0.29 4.90 5.02  -0.073
59 H -3.87 3.84 3.49  0.084
60 H -2.67 3.24 4.66  0.088
61 H -3.20 4.96 4.69  0.087
62 H 0.03 5.04 2.92  0.117
63 H 0.03 5.93 5.23  0.085
64 H 0.55 4.22 5.19  0.085
65 H -1.11 4.64 5.68  0.076
66 C 1.43 -2.60 2.05  -0.005
67 C 0.85 -3.99 2.13  -0.548
68 O 1.47 -4.98 1.74  -0.001
69 N -0.40 -4.13 2.64  0.020
70 C -1.28 -3.09 3.14  -0.069
71 H 2.42 -2.65 1.62  0.084
72 H 0.80 -1.98 1.41  0.085
73 H 1.50 -2.17 3.05  0.086
74 H -0.73 -5.09 2.67  0.122
75 H -1.51 -3.31 4.18  0.087
76 H -2.20 -3.12 2.55  0.085
77 H -0.83 -2.10 3.06  0.073
78 C -3.44 0.50 2.00  -0.010
79 C -4.34 -0.18 2.99  -0.557
80 O -4.17 -0.07 4.20  0.014
81 N -5.36 -0.95 2.51  0.002
82 C -5.71 -1.20 1.13  -0.077
83 H -2.68 1.07 2.52  0.076
84 H -2.95 -0.25 1.37  0.081
85 H -4.03 1.19 1.38  0.087
86 H -5.91 -1.38 3.24  0.141
87 H -6.73 -0.86 0.97  0.083
88 H -5.66 -2.28 0.96  0.085
89 H -5.04 -0.69 0.44  0.075
90 C -1.88 -9.52 0.65  -0.012
91 C -1.39 -8.29 1.36  -0.549
92 O -2.04 -7.26 1.40  0.013
93 N -0.17 -8.35 1.97  0.011
94 C 0.74 -9.47 2.03  -0.076
95 H -2.86 -9.32 0.21  0.084
96 H -1.19 -9.79 -0.16  0.085
97 H -1.97 -10.35 1.35  0.085
98 H 0.10 -7.49 2.42  0.125
99 H 0.91 -9.72 3.08  0.083
100 H 1.69 -9.17 1.57  0.086
101 H 0.36 -10.34 1.50  0.073

Computed properties:
Largest force on an atom: 7.54 eV Å⁻¹
Total energy: -3663.473187 Ha
Structure (SMILES): O=C(F)NC(=O)[C@]1(S(=O)(=O)C(F)(F)C(F)(F)C(F)(F)C(F)(F)F)CC(=O)N[C@H]1CCO.CNC(C)=O.CNC(C)=O.CNC(C)=O.CNC(C)=O.CNC(C)=O
E_LUMO: -0.77 eV
E_HOMO: -9.05 eV
Energy above the lowest of the compared OMol25 structures with the same formula, charge and spin: 103.9 kcal/mol